25
Properties=species:S:1:pos:R:3 method="wB97M-V/def2-TZVPD" s_squared=2.014 homo_energy_ev="-9.5584 / -14.5108" total_charge=+1 spin_multiplicity=3 homo_lumo_gap_ev="5.80 / 7.28"
C 1.01 -1.61 1.86
C 1.25 -1.22 0.67
C 2.90 0.25 -0.68
C -2.28 -0.38 0.88
C -1.39 0.67 -1.35
C -1.18 1.94 0.91
C 1.71 -0.81 -0.49
C -1.63 0.71 0.16
N 0.94 -1.26 -1.52
H 1.76 -2.31 2.21
H 3.78 -0.21 -1.15
H 2.98 0.68 0.29
H 2.62 1.02 -1.32
H -1.38 -0.64 1.47
H -2.67 -1.22 0.31
H -2.98 0.24 1.51
H -0.90 1.50 -1.82
H -2.43 0.63 -1.78
H 0.19 -1.24 2.44
H -0.67 1.86 1.88
H -2.14 2.42 0.98
H -0.41 2.53 0.41
H 0.94 -2.26 -1.66
H 1.14 -0.91 -2.45
H -1.13 -0.37 -1.75